# C2S4

C2S4 as an isolated structure in a non-equilibrium geometry (ωB97M-V/def2-TZVPD, the Open Molecules 2025 dataset).

```
! RIJCOSX wB97M-V def2-TZVPD def2/J DEFGRID3
* xyz 0 1
C 0.29543 -0.12245 -0.12072
C -0.71066 0.92083 0.03827
S 1.25981 0.17194 -1.57289
S 0.41475 -1.52441 0.77305
S -0.46224 1.62456 -1.39814
S -0.79709 -1.07046 2.28042
*
```

For the total energy, the calculation gives -45410.4705 eV. The LUMO energy (alpha / beta) is -2.22 / -2.34 eV.


# C30H13CsF15GeNSSe2Te2

C30H13CsF15GeNSSe2Te2 as an isolated structure (ωB97M-V/def2-TZVPD, the Open Molecules 2025 dataset).

```
! RIJCOSX wB97M-V def2-TZVPD def2/J DEFGRID3
* xyz -2 1
Cs 2.10469 2.51760 0.67988
C -2.90509 4.55246 1.00506
C -2.23042 4.79328 2.19286
C -1.94728 3.74026 3.05479
C -2.32882 2.44478 2.72921
C -2.99593 2.20334 1.53509
C -3.29453 3.25795 0.68265
H -3.08875 5.36997 0.31929
H -1.89093 5.79504 2.42423
H -1.38789 3.92775 3.96347
H -2.05340 1.61259 3.36423
H -3.23671 1.18773 1.25104
H -3.79798 3.06347 -0.25716
Se 4.63796 4.56010 1.16626
Te 3.49253 6.40808 -0.13872
Te 0.91810 6.03556 0.83073
Se -0.41080 7.42274 -0.80508
N -0.81827 4.31668 -2.30178
C 0.09384 3.38870 -2.72810
C -0.29937 2.06776 -2.98091
C 0.60377 1.13805 -3.46205
C 1.92894 1.47957 -3.69986
C 2.32742 2.78806 -3.44204
C 1.43611 3.73564 -2.96802
H -0.50631 5.21909 -1.94431
H -1.61225 3.95376 -1.79866
H -1.32183 1.77274 -2.77777
H 0.25791 0.12936 -3.64973
H 2.63440 0.74556 -4.06867
H 3.35804 3.08457 -3.60298
H 1.77140 4.74557 -2.75987
F 1.61612 -0.45024 3.06596
C 1.72571 -1.77861 3.03021
C 1.20609 -2.52348 1.98640
C 1.39322 -3.88984 2.06362
F 0.93866 -4.69266 1.08361
C 2.05361 -4.51120 3.10825
F 2.21598 -5.83922 3.13964
C 2.55392 -3.73189 4.13481
F 3.19377 -4.30661 5.15866
C 2.39161 -2.36049 4.10230
F 2.87315 -1.61531 5.09984
Ge 0.20544 -1.74219 0.45397
S -0.10845 0.31760 0.29333
C -1.47132 -2.82639 0.66242
C -1.93086 -3.83939 -0.15437
F -1.20281 -4.29225 -1.18865
C -3.14768 -4.47699 0.03829
F -3.55520 -5.45170 -0.78339
C -3.94334 -4.10505 1.10443
F -5.11731 -4.71236 1.31116
C -3.51172 -3.11399 1.96607
F -4.26747 -2.76794 3.01347
C -2.28985 -2.50271 1.73095
F -1.91714 -1.57569 2.62477
C 1.13020 -2.41235 -1.16358
C 2.45725 -2.77738 -1.23576
F 3.22715 -2.82714 -0.13083
C 3.09115 -3.10562 -2.42490
F 4.37905 -3.46990 -2.43924
C 2.37854 -3.05496 -3.60596
F 2.96558 -3.37327 -4.76297
C 1.04779 -2.67511 -3.58215
F 0.35473 -2.61905 -4.72338
C 0.45751 -2.35796 -2.37189
F -0.83161 -1.99649 -2.41813
*
```

For the total energy, the calculation gives -286754.9534 eV. The LUMO energy is 3.27 eV.


# C30H14Cl2F3N7O3Os

C30H14Cl2F3N7O3Os as an isolated structure in a non-equilibrium geometry (ωB97M-V/def2-TZVPD, the Open Molecules 2025 dataset).

```
! RIJCOSX wB97M-V def2-TZVPD def2/J DEFGRID3
* xyz 0 1
Os 1.04320 0.68022 -0.03466
Cl 5.79718 -2.86060 -3.39379
C 4.68870 -2.35471 -2.17005
C 4.11038 -1.09940 -2.28137
C 3.20472 -0.69536 -1.31656
N 2.54825 0.55639 -1.25482
C 3.19281 1.72089 -1.66963
O 4.02464 1.81981 -2.53169
C 2.77226 2.88415 -0.81569
C 3.18983 4.16878 -1.07292
C 2.79650 5.17522 -0.20152
C 2.01506 4.84598 0.89148
C 1.63012 3.52883 1.07675
N 2.00086 2.56331 0.24024
C 2.88649 -1.52794 -0.23024
C 3.47314 -2.78201 -0.12438
C 4.37004 -3.18741 -1.10013
Cl 5.08103 -4.75494 -0.95809
N 2.00494 -0.92184 0.66347
C 1.76149 -1.36780 1.92809
O 2.17903 -2.37801 2.45669
C 0.87312 -0.40598 2.67219
C 0.68451 -0.52326 4.03662
C -0.12430 0.39874 4.67533
C -0.74089 1.39206 3.92974
C -0.51481 1.44531 2.56717
N 0.28623 0.56681 1.95627
H 4.35747 -0.46255 -3.11499
H 3.81017 4.35047 -1.93917
H 3.09583 6.19983 -0.37458
H 1.68250 5.59707 1.59303
H 1.00593 3.23919 1.90712
H 3.24186 -3.43009 0.70457
H 1.17835 -1.33307 4.55435
H -0.28710 0.33719 5.74302
H -1.39794 2.11629 4.38949
H -1.00918 2.16320 1.92346
O -0.25308 2.17486 -0.69994
N -0.93777 1.98532 -1.80019
C -1.81542 2.91439 -2.00909
C -1.98610 4.00158 -1.08190
N -2.09685 4.84497 -0.30938
C -2.63303 2.83949 -3.18234
N -3.29048 2.80458 -4.12326
F -7.14276 -3.91952 -1.77356
C -6.31825 -4.33320 -0.79549
F -7.01928 -4.26645 0.35743
F -6.05863 -5.63509 -1.01374
C -5.06410 -3.51119 -0.72644
C -5.08912 -2.17864 -1.11403
C -3.94421 -1.41010 -1.00683
C -2.76624 -1.96536 -0.50206
C -2.75386 -3.30787 -0.11755
C -3.89737 -4.07710 -0.23146
C -1.58295 -1.16783 -0.38860
C -0.59248 -0.47619 -0.29837
H -5.99750 -1.74675 -1.51111
H -3.95063 -0.37542 -1.32177
H -1.83936 -3.74089 0.26446
H -3.88295 -5.11835 0.06042
*
```

For the total energy, the calculation gives -83573.3729 eV. The LUMO energy (alpha / beta) is -2.25 / -2.25 eV.


# C30H16Cl2CoN8O2S

C30H16Cl2CoN8O2S as an isolated structure (ωB97M-V/def2-TZVPD, the Open Molecules 2025 dataset).

```
! RIJCOSX wB97M-V def2-TZVPD def2/J DEFGRID3
* xyz 0 2
Co -0.14459 -0.04857 0.00242
Cl -2.07601 -3.31339 -5.58996
C -1.58634 -2.97302 -3.96226
C -1.30011 -1.65300 -3.62466
C -0.90610 -1.35959 -2.33096
N -0.57928 -0.09146 -1.82686
C -0.61567 1.04600 -2.51230
O -0.93271 1.27520 -3.67356
C -0.11314 2.20632 -1.63342
C -0.28596 3.51974 -2.25675
C -0.72687 4.66403 -1.73857
C 0.02508 4.88784 0.76207
C -0.05995 3.47325 1.27922
N 0.35644 1.86948 -0.49409
C -0.79439 -2.38220 -1.36804
C -1.07979 -3.69206 -1.71560
C -1.47801 -3.97939 -3.01819
Cl -1.83089 -5.62778 -3.42083
N -0.42019 -1.91552 -0.10113
C -0.12765 -2.68748 0.95252
O -0.06516 -3.90617 1.04193
C 0.10195 -1.82174 2.17260
C 0.31320 -2.39445 3.41291
C 0.39619 -1.56625 4.51780
C 0.25006 -0.19882 4.34411
C 0.06411 0.29549 3.06535
N 0.00772 -0.49439 1.99518
H -1.38326 -0.87237 -4.36346
H -0.22055 3.46887 -3.33641
H -0.92979 5.44843 -2.45984
H -0.13770 5.63471 1.54046
H 0.16339 3.41820 2.34418
H -0.98498 -4.48369 -0.98999
H 0.38681 -3.47098 3.46965
H 0.55677 -1.98005 5.50496
H 0.28210 0.48393 5.18122
H -0.04978 1.34904 2.88269
S 0.20544 7.23278 -0.63542
N 1.47420 6.33571 -0.51074
C 1.28974 5.05792 0.03599
C 1.89746 3.87238 -0.13356
C 3.18222 3.53023 -0.69206
C 3.73535 2.38865 -0.25764
C 3.05840 1.62660 0.79992
N 1.86219 1.79268 1.21362
C 1.05401 2.74299 0.46608
C -1.52378 3.16744 0.98567
N -2.13844 2.06148 1.38102
C -3.42822 1.94740 1.06238
C -4.13655 2.90939 0.35230
C -3.47676 4.04202 -0.09976
C -2.14092 4.17653 0.23034
C -1.06912 5.09910 -0.30767
N -1.17558 6.57099 -0.42878
H 3.69544 4.21923 -1.35034
H 4.72006 2.06688 -0.56576
H 3.63893 0.84889 1.29194
H -3.91928 1.03564 1.38206
H -5.18332 2.75025 0.13495
H -3.98521 4.78765 -0.69793
*
```

For the total energy, the calculation gives -120891.3675 eV. The expectation value of S² is 0.762. The LUMO energy (alpha / beta) is -1.85 / -1.85 eV.


# C30H18BrIrN4O8

C30H18BrIrN4O8 as an isolated structure (ωB97M-V/def2-TZVPD, the Open Molecules 2025 dataset).

```
! RIJCOSX wB97M-V def2-TZVPD def2/J DEFGRID3
* xyz 1 6
Ir -0.15211 -0.16882 -0.07906
O 3.65501 -4.82930 3.78251
C 2.71088 -5.27737 3.17956
O 2.04161 -6.25024 2.94179
C 2.04734 -3.97034 2.27273
C 1.02064 -4.24524 1.40224
C 0.51036 -3.16690 0.68744
N 1.00264 -1.93757 0.84528
C 1.97005 -1.69009 1.72698
C 2.54776 -2.70751 2.47817
C 2.34083 -0.26326 1.88486
C 3.50439 0.15937 2.50431
C 3.74998 1.52087 2.60064
C 2.83516 2.41409 2.07155
C 1.70159 1.91482 1.45358
N 1.46178 0.60743 1.37722
C -0.63009 -3.29681 -0.25763
C -1.11395 -4.52067 -0.68924
C -2.19973 -4.54409 -1.55134
C -2.76218 -3.34895 -1.96345
C -2.20672 -2.16515 -1.51059
N -1.17309 -2.14601 -0.67334
H 0.62735 -5.24389 1.30714
H 3.32546 -2.52476 3.20159
H 4.21634 -0.55568 2.88993
H 4.65415 1.87614 3.07605
H 2.99386 3.48152 2.12144
H 0.96425 2.55970 0.99299
H -0.64971 -5.44265 -0.37230
H -2.59403 -5.48821 -1.90154
H -3.60696 -3.32374 -2.63626
H -2.58076 -1.20226 -1.83173
O -1.55949 -0.59172 1.72294
C -2.31543 0.21825 2.26826
C -2.52059 1.60042 1.93009
C -3.38783 2.31294 2.77577
C -3.63182 3.63571 2.54317
C -3.03969 4.30798 1.46967
C -2.19508 3.63126 0.63002
C -1.90758 2.26059 0.82527
O -1.10553 1.68911 -0.02665
N -4.53797 4.36629 3.44055
O -5.05420 3.74034 4.34308
O -4.69047 5.55050 3.23164
H -2.90417 -0.14872 3.12104
H -3.86496 1.82246 3.61415
H -3.26015 5.35558 1.32151
H -1.73163 4.12370 -0.21378
Br -0.48548 0.92910 -7.59758
C 0.61161 1.32724 -6.11231
C 1.74760 2.10364 -6.28702
C 2.55257 2.39457 -5.19429
C 2.22328 1.91677 -3.93692
C 1.08129 1.13920 -3.77800
C 0.26894 0.83768 -4.86568
C 0.72398 0.62647 -2.43938
O 1.38422 0.93843 -1.41165
O -0.27520 -0.15693 -2.29534
H 1.99814 2.47775 -7.27002
H 3.43956 2.99791 -5.33176
H 2.83896 2.13794 -3.07629
H -0.61498 0.23110 -4.73202
*
```

For the total energy, the calculation gives -126612.2991 eV. The expectation value of S² is 8.768. The LUMO energy (alpha / beta) is -3.99 / -6.39 eV.